[1]
One molecule with the formula C5H6BrNS in a non-equilibrium geometry. Source: OMol25; level of theory: ωB97M-V/def2-TZVPD.

Results
ΔE to the lowest compared entry with this formula, charge and spin	0.0	kcal per mole
HOMO-LUMO gap	10.009	eV
total charge	0
LUMO	0.65	eV
highest occupied orbital energy	-9.36	eV
DFT total energy	-3221.0685	Eh
strongest force on any atom	0.0501	Eh/bohr

Geometry (Å):
C 1.21 1.47 1.25
C 2.07 1.47 0.17
C -0.16 0.50 -0.17
C -0.90 -1.85 -0.33
C -1.27 -0.42 -0.74
N -0.01 0.90 1.06
S 1.24 0.77 -1.11
Br -2.95 0.20 0.03
H 1.57 1.89 2.19
H 3.04 1.87 0.06
H -1.01 -1.85 0.76
H 0.12 -2.01 -0.66
H -1.50 -2.61 -0.67
H -1.43 -0.31 -1.84

These are the natural (NBO) partial charges, in e, on atoms 1 to 2: atom 1 (C): -0.0373, atom 2 (C): -0.4794

[2]
C5H6CeO4 as an isolated structure in a non-equilibrium geometry. Source: OMol25; level of theory: ωB97M-V/def2-TZVPD.

Results
multiplicity	2
HOMO-LUMO gap (spin up / spin down)	6.342 / 6.940	eV
total charge	+3
LUMO (spin up / spin down)	-15.43 / -14.84	eV
highest occupied orbital energy (spin up / spin down)	-21.78 / -21.78	eV
DFT total energy	-969.0144	Eh
strongest force on any atom	0.0918	Eh/bohr

Geometry (Å):
O 2.76 1.14 -0.73
C 2.20 0.28 0.01
O 2.80 -0.15 1.03
O 1.01 -0.20 -0.28
C 0.09 -0.41 0.80
C -1.21 -0.91 0.21
Ce 5.00 1.26 0.63
H -0.02 0.52 1.37
H 0.49 -1.17 1.48
H -1.09 -1.96 -0.06
H -2.65 -0.63 -1.45
C -2.08 1.18 -0.62
C -1.74 -0.18 -1.04
O -2.44 2.21 -0.36
H -2.15 -0.94 0.83
H -0.98 -0.05 -1.83

These are the Mulliken partial charges, in e, on atoms 1 to 2: atom 1 (O): -0.7458, atom 2 (C): 1.1482

[3]
A 2-piece molecular cluster, C5H6Cl2 overall in a non-equilibrium geometry. Source: OMol25; level of theory: ωB97M-V/def2-TZVPD.

Results
ΔE to the lowest compared entry with this formula, charge and spin	95.4	kcal per mole
HOMO-LUMO gap	8.430	eV
total charge	0
LUMO	-0.88	eV
highest occupied orbital energy	-9.31	eV
DFT total energy	-1114.3097	Eh
strongest force on any atom	0.0811	Eh/bohr

Geometry (Å):
C 0.68 0.79 -0.49
C 0.09 1.17 -1.62
C 1.25 0.19 0.51
C -2.50 -0.48 0.28
C 0.94 -1.15 1.17
Cl -2.31 -0.67 -1.39
Cl -2.81 1.12 0.70
H -0.61 1.97 -1.52
H 0.60 0.88 -2.55
H 2.18 0.62 0.92
H 0.03 -1.52 0.85
H 0.87 -1.11 2.27
H 1.59 -1.83 0.85

These are the natural (NBO) partial charges, in e, on atoms 1 to 2: atom 1 (C): 0.0890, atom 2 (C): -0.5202

[4]
One molecule with the formula C5H6ClF in a non-equilibrium geometry. Source: OMol25; level of theory: ωB97M-V/def2-TZVPD.

Results
ΔE to the lowest compared entry with this formula, charge and spin	49.2	kcal per mole
HOMO-LUMO gap	9.349	eV
total charge	0
LUMO	0.20	eV
highest occupied orbital energy	-9.14	eV
DFT total energy	-754.0631	Eh
strongest force on any atom	0.0918	Eh/bohr

Geometry (Å):
C -1.24 -0.59 0.82
C -0.04 -1.15 0.21
C 0.84 -0.68 -0.73
C 1.09 0.72 -0.98
C 0.70 1.67 -0.11
H -0.93 -0.11 1.82
H -0.13 -2.22 0.27
H 1.57 -1.27 -1.10
H 1.52 1.07 -1.94
H 0.91 2.75 -0.19
H -0.09 1.31 0.85
F -1.65 0.36 0.03
Cl -2.54 -1.87 1.05

These are the natural (NBO) partial charges, in e, on atoms 1 to 2: atom 1 (C): 0.1940, atom 2 (C): -0.2595

[5]
One molecule with the formula C5H6ClF in a non-equilibrium geometry. Source: OMol25; level of theory: ωB97M-V/def2-TZVPD.

Results
ΔE to the lowest compared entry with this formula, charge and spin	36.2	kcal per mole
HOMO-LUMO gap	9.159	eV
total charge	0
LUMO	0.38	eV
highest occupied orbital energy	-8.78	eV
DFT total energy	-754.0838	Eh
strongest force on any atom	0.1240	Eh/bohr

Geometry (Å):
C -1.46 1.91 -0.09
C -2.03 0.55 -0.11
C -1.26 -0.60 0.01
C 0.11 -0.57 -0.20
C 0.99 0.28 0.32
H -1.97 2.67 -0.64
H -0.47 1.88 -0.62
H -1.20 2.22 0.95
H -3.14 0.54 0.23
H 0.65 -1.30 -0.91
H 0.65 0.91 1.30
F -1.99 -1.71 0.10
Cl 2.66 -0.05 -0.05

These are the natural (NBO) partial charges, in e, on atoms 1 to 2: atom 1 (C): -0.6622, atom 2 (C): -0.2206

[6]
C5H6ClFS as an isolated structure in a non-equilibrium geometry. Source: OMol25; level of theory: ωB97M-V/def2-TZVPD.

Results
ΔE to the lowest compared entry with this formula, charge and spin	90.5	kcal per mole
HOMO-LUMO gap	9.171	eV
total charge	0
LUMO	0.00	eV
highest occupied orbital energy	-9.18	eV
DFT total energy	-1152.2072	Eh
strongest force on any atom	0.1471	Eh/bohr

Geometry (Å):
C 1.14 0.23 -0.70
C 1.17 1.34 0.28
C -0.11 0.48 0.06
C -0.87 -0.36 0.80
C -2.07 -0.71 0.48
H 1.12 -2.51 -0.30
H 1.01 0.39 -1.93
H 1.88 1.18 1.13
H -0.67 1.23 -0.66
H -0.41 -1.08 1.53
H -2.47 -1.64 0.76
F 1.00 2.64 -0.25
S 2.28 -1.27 -0.48
Cl -3.01 0.06 -0.73

These are the natural (NBO) partial charges, in e, on atoms 1 to 2: atom 1 (C): -0.3436, atom 2 (C): 0.1832

[7]
C5H6ClN as an isolated structure in a non-equilibrium geometry. Source: OMol25; level of theory: ωB97M-V/def2-TZVPD.

Results
ΔE to the lowest compared entry with this formula, charge and spin	119.7	kcal per mole
HOMO-LUMO gap	9.226	eV
total charge	0
LUMO	0.47	eV
highest occupied orbital energy	-8.75	eV
DFT total energy	-708.8735	Eh
strongest force on any atom	0.0961	Eh/bohr

Geometry (Å):
C 0.79 1.86 -0.03
C 0.07 0.74 0.11
C 1.98 0.20 -0.05
C -0.99 -1.45 -0.04
C -1.25 0.05 -0.02
N 2.21 1.46 -0.07
Cl 2.82 -1.23 -0.08
H 0.59 2.97 0.12
H 0.01 -1.84 -0.57
H -1.79 -1.89 -0.51
H -0.95 -1.70 1.17
H -1.80 0.28 0.82
H -1.68 0.54 -0.85

These are the natural (NBO) partial charges, in e, on atoms 1 to 2: atom 1 (C): -0.1064, atom 2 (C): 0.0545

[8]
One molecule with the formula C5H6ClN in a non-equilibrium geometry. Source: OMol25; level of theory: ωB97M-V/def2-TZVPD.

Results
ΔE to the lowest compared entry with this formula, charge and spin	33.3	kcal per mole
HOMO-LUMO gap	10.546	eV
total charge	0
LUMO	0.45	eV
highest occupied orbital energy	-10.10	eV
DFT total energy	-709.0112	Eh
strongest force on any atom	0.0625	Eh/bohr

Geometry (Å):
C 2.43 1.07 -0.12
C -0.91 -0.16 -0.37
C 0.28 -0.12 0.20
C -2.18 -0.17 0.36
C 1.60 -0.07 -0.48
N 2.95 2.04 0.18
Cl 2.51 -1.58 0.10
H -0.97 -0.08 -1.48
H 0.36 -0.22 1.30
H -2.30 0.66 1.08
H -1.98 -1.13 1.02
H -3.19 -0.22 -0.19
H 1.40 -0.01 -1.58

These are the natural (NBO) partial charges, in e, on atoms 1 to 2: atom 1 (C): 0.2557, atom 2 (C): -0.1383